[1]
{
  "formula": "C32H37ClHfN2Si2",
  "method": "the ωB97M-V functional and the def2-TZVPD basis",
  "e_homo_ev": [-11.886, -11.883],
  "charge": 2,
  "species": ["C", "C", "C", "H", "C", "C", "H", "H", "H", "H", "Hf", "Si", "C", "C", "H", "C", "H", "C", "H", "C", "H", "C", "H", "C", "C", "H", "C", "H", "C", "H", "C", "H", "C", "H", "H", "Si", "C", "C", "H", "C", "H", "C", "H", "C", "H", "C", "H", "C", "C", "H", "C", "H", "C", "H", "C", "H", "C", "H", "H", "Cl", "N", "C", "C", "C", "N", "H", "H", "H", "H", "H", "H", "H", "H", "H", "H"],
  "coordinates": [[-3.7537, 0.1248, 2.5709], [-2.4088, 0.4322, 2.9558], [-1.9129, 1.4281, 2.0412], [-1.9116, 0.0926, 3.8578], [-2.9392, 1.7031, 1.0812], [-4.0791, 0.9344, 1.4356], [-5.0713, 1.0304, 0.9944], [-4.4612, -0.4529, 3.1527], [-0.9864, 1.9814, 2.1248], [-2.8862, 2.4644, 0.3076], [-2.1462, -0.5898, 0.9224], [-0.3141, 0.2654, -1.4742], [-0.0877, -1.0330, 0.0672], [-0.0763, -2.4227, -0.2388], [-0.2073, -2.7265, -1.2871], [0.2864, -3.3489, 0.7467], [0.2876, -4.4247, 0.5154], [0.6733, -2.9235, 2.0195], [1.0146, -3.6669, 2.7461], [0.6132, -1.5879, 2.3544], [0.9490, -1.2511, 3.3355], [0.1259, -0.6265, 1.4316], [0.3106, 0.4210, 1.6781], [0.1044, 2.0245, -0.7804], [1.1389, 2.2511, 0.1611], [1.7239, 1.4614, 0.7312], [1.4248, 3.5820, 0.5519], [2.1511, 3.7279, 1.3593], [0.7620, 4.6524, -0.0659], [1.0168, 5.6786, 0.2217], [-0.2620, 4.4192, -0.9948], [-0.8204, 5.2384, -1.4591], [-0.5999, 3.1023, -1.3194], [-1.4166, 2.9319, -2.0158], [-1.7442, 0.3669, -0.6568], [2.1487, 0.5108, -0.8867], [3.0220, 1.6077, -2.0994], [4.3198, 2.0647, -1.8018], [4.9869, 1.4368, -1.2059], [4.7071, 3.3507, -2.2234], [5.6614, 3.7710, -1.9082], [3.8541, 4.1059, -3.0359], [4.1079, 5.1305, -3.2994], [2.6869, 3.5283, -3.5413], [2.0777, 4.0614, -4.2762], [2.2849, 2.2546, -3.1155], [1.3791, 1.7733, -3.5032], [3.2115, -0.8523, -0.2154], [3.9472, -0.6001, 0.9611], [3.9247, 0.3995, 1.4125], [4.7274, -1.6183, 1.5220], [5.2895, -1.4122, 2.4361], [4.8118, -2.8633, 0.8850], [5.4346, -3.6409, 1.3262], [4.1226, -3.0941, -0.3125], [4.1991, -4.0595, -0.8086], [3.3389, -2.0827, -0.8794], [2.8315, -2.2327, -1.8344], [0.1105, -0.6474, -2.5203], [-1.7001, 0.9393, -3.0945], [-2.9008, -2.6161, 1.6764], [-3.3348, -3.5490, 0.5875], [-4.6952, -3.1666, 0.0071], [-4.9573, -1.7154, -0.3692], [-3.7003, -0.9518, -0.7462], [-3.6378, -2.5230, 2.3869], [-2.1134, -3.0223, 2.2049], [-2.5567, -3.5658, -0.1875], [-3.3762, -4.5631, 1.0088], [-4.8811, -3.7950, -0.8738], [-5.4763, -3.4636, 0.7182], [-5.6342, -1.6657, -1.2333], [-5.4520, -1.1697, 0.4452], [-3.9680, -0.0014, -1.0650], [-3.2990, -1.3224, -1.6127]],
  "forces_ev_per_angstrom": [[0.2, 1.4, 0.2], [-0.7, 1.3, 0.4], [-1.2, 0.5, 0.7], [0.0, -0.1, -0.2], [0.0, 0.4, 1.0], [0.3, -0.1, 0.7], [0.4, -0.3, -0.1], [0.2, -0.2, -0.2], [0.0, -0.3, -0.1], [0.0, -0.4, 0.1], [-0.8, -0.1, -3.1], [0.9, 0.5, 1.1], [1.7, 0.0, -0.5], [0.2, 0.5, 0.4], [-0.2, 0.0, 0.5], [0.1, -0.2, -0.2], [0.1, 0.5, 0.1], [-0.1, -1.0, 0.2], [-0.1, 0.3, -0.2], [-0.3, 1.0, -0.1], [-0.1, -0.1, -0.2], [2.3, -1.6, 0.4], [-0.4, -0.4, -0.1], [-0.8, -0.4, 0.1], [-0.6, 1.6, 0.1], [-0.6, 0.4, -0.1], [0.1, -0.6, -0.1], [-0.2, 0.2, -0.5], [-0.1, 0.1, 0.3], [-0.1, -0.5, -0.1], [0.3, -0.2, 0.3], [0.4, -0.2, 0.2], [0.3, 0.8, 0.5], [0.3, 0.0, 0.2], [-1.6, 0.3, 0.3], [0.2, -1.9, -2.9], [0.4, -0.1, -0.3], [-0.3, 0.8, 0.1], [-0.2, 0.4, 0.1], [-0.1, -0.3, -0.1], [-0.2, -0.2, -0.1], [0.1, -0.4, 0.2], [0.0, -0.2, 0.0], [-0.3, -0.6, -0.3], [0.3, -0.1, 0.2], [0.1, 0.7, 0.6], [0.2, 0.5, 0.2], [1.0, 1.0, 0.9], [0.0, -0.8, -0.1], [0.0, -0.4, 0.0], [0.0, 0.2, -0.1], [-0.1, -0.2, -0.3], [-0.2, 0.3, 0.1], [-0.2, 0.1, -0.2], [0.0, 0.3, 0.1], [0.1, 0.2, 0.1], [-0.1, 0.0, 0.4], [0.1, -0.1, 0.2], [0.2, -0.8, -0.1], [-0.5, -0.2, -0.1], [-0.1, -0.2, 0.4], [0.0, -0.3, 0.1], [-0.4, -0.6, 0.0], [0.3, 0.7, -0.6], [-0.9, 0.0, -0.2], [0.2, -0.2, -0.4], [-0.2, 0.0, -0.3], [-0.1, 0.2, 0.2], [-0.1, 0.2, -0.3], [0.3, 0.0, 0.2], [0.1, 0.1, -0.1], [0.0, -0.2, 0.3], [0.3, -0.1, -0.2], [0.2, -0.6, 0.3], [0.0, -0.2, 0.2]]
}

---

[2]
{
  "formula": "C32H37ClLaN2Si2",
  "method": "the ωB97M-V functional and the def2-TZVPD basis",
  "e_homo_ev": [-9.972, -9.964],
  "charge": 1,
  "species": ["C", "C", "C", "H", "C", "C", "H", "H", "H", "H", "La", "Si", "C", "C", "H", "C", "H", "C", "H", "C", "H", "C", "H", "C", "C", "H", "C", "H", "C", "H", "C", "H", "C", "H", "H", "Si", "C", "C", "H", "C", "H", "C", "H", "C", "H", "C", "H", "C", "C", "H", "C", "H", "C", "H", "C", "H", "C", "H", "H", "Cl", "N", "C", "C", "C", "N", "H", "H", "H", "H", "H", "H", "H", "H", "H", "H"],
  "coordinates": [[-1.8082, -0.9914, 0.3121], [-2.4476, -0.5962, -0.8962], [-2.3064, -1.6640, -1.8332], [-3.0305, 0.3163, -1.0416], [-1.5575, -2.7075, -1.2134], [-1.2494, -2.2937, 0.1154], [-0.7859, -2.9080, 0.8862], [-1.8696, -0.4650, 1.2694], [-2.7872, -1.7209, -2.8102], [-1.3272, -3.6880, -1.6428], [0.3493, -0.6956, -1.5752], [2.9272, 2.1761, -4.7836], [1.7541, 3.6120, -4.6861], [1.4553, 4.4254, -5.7897], [2.0473, 4.3318, -6.7032], [0.3871, 5.3257, -5.7206], [0.1631, 5.9678, -6.5746], [-0.3867, 5.4157, -4.5629], [-1.2496, 6.0796, -4.5269], [-0.0359, 4.6754, -3.4294], [-0.6042, 4.7704, -2.5032], [1.0618, 3.8097, -3.4797], [1.3646, 3.2449, -2.5926], [1.7516, 0.6460, -4.5428], [0.4073, 0.7047, -4.1126], [-0.0863, 1.6701, -4.0145], [-0.4513, -0.4648, -4.1462], [-1.5320, -0.3460, -4.1644], [0.1330, -1.7933, -3.9648], [-0.4805, -2.6833, -3.7884], [1.5801, -1.8083, -4.1015], [2.1380, -2.7329, -3.9610], [2.1704, -0.7104, -4.8239], [3.1239, -0.8689, -5.3365], [3.7214, 2.2174, -3.5435], [0.4657, -1.1973, -5.6554], [0.4858, -2.5611, -6.9782], [-0.4384, -2.5466, -8.0331], [-1.3176, -1.8973, -7.9777], [-0.2253, -3.3314, -9.1671], [-0.9066, -3.2578, -10.0137], [0.8659, -4.2084, -9.2161], [1.0477, -4.8089, -10.1069], [1.7123, -4.3173, -8.1068], [2.5312, -5.0365, -8.1123], [1.5194, -3.5071, -6.9820], [2.1802, -3.6083, -6.1171], [-0.1767, 0.2041, -6.8385], [-1.4203, 0.8089, -6.6681], [-2.1463, 0.4396, -5.9387], [-1.7548, 1.9258, -7.4418], [-2.7339, 2.3899, -7.3148], [-0.8362, 2.4426, -8.3599], [-1.1003, 3.3125, -8.9607], [0.4265, 1.8587, -8.4911], [1.1640, 2.2622, -9.1852], [0.7593, 0.7419, -7.7174], [1.7566, 0.3032, -7.8000], [3.8831, 2.4867, -5.7936], [2.8144, 0.3936, -1.5452], [1.7240, -1.8254, 0.2916], [1.8873, -1.3666, 1.7206], [1.0378, -0.1665, 2.1064], [1.2834, 1.1299, 1.3391], [0.3643, 1.2786, 0.1555], [2.6064, -1.6343, -0.2099], [1.6215, -2.8440, 0.2782], [1.6264, -2.2159, 2.3657], [2.9505, -1.1454, 1.8814], [-0.0267, -0.4362, 2.0843], [1.2769, 0.0454, 3.1568], [1.1144, 1.9814, 2.0160], [2.3076, 1.1966, 0.9550], [-0.5705, 1.5443, 0.4794], [0.6857, 2.0696, -0.4112]],
  "forces_ev_per_angstrom": [[0.0, -0.7, -0.3], [0.1, -0.5, -0.2], [-0.1, 0.0, 0.5], [0.2, -0.3, 0.0], [-0.2, 0.2, 0.1], [-0.7, 0.5, -0.1], [-0.1, 0.2, -0.3], [0.1, -0.2, -0.6], [0.2, 0.1, 0.3], [-0.2, 0.4, 0.2], [-0.7, 0.9, 1.8], [-1.2, 0.7, 2.3], [-0.1, 0.3, -0.1], [-0.4, -0.1, 0.3], [-0.3, 0.0, 0.2], [0.1, 0.1, 0.0], [0.0, -0.2, 0.2], [0.2, -0.1, 0.1], [0.2, -0.1, 0.0], [0.3, -0.1, 0.0], [0.1, 0.1, -0.2], [-0.5, 0.2, -0.3], [-0.1, 0.1, -0.2], [-2.7, 1.9, 1.6], [3.2, 2.5, -0.6], [0.1, -0.2, 0.2], [-1.1, -1.1, 0.4], [0.4, -0.2, -0.1], [2.0, -1.8, 2.2], [0.4, 0.3, 0.3], [-1.6, -1.8, 2.0], [-0.3, 0.1, 0.0], [-0.1, -1.1, -2.5], [-0.3, -0.2, 0.5], [0.1, -0.2, 0.0], [0.0, 1.5, -8.0], [0.1, -0.5, 1.2], [0.1, 0.1, -0.2], [0.4, -0.1, -0.2], [0.1, -0.2, 0.2], [0.1, -0.1, 0.2], [-0.1, 0.3, 0.4], [-0.1, 0.1, 0.3], [0.0, 0.0, 0.1], [-0.2, 0.2, -0.1], [-0.2, -0.1, -0.6], [0.0, 0.0, -0.3], [0.4, -0.4, 0.9], [0.0, 0.5, -0.7], [0.2, 0.1, -0.3], [0.0, -0.1, 0.0], [0.3, -0.1, -0.1], [0.0, -0.1, 0.1], [0.1, -0.2, 0.1], [0.0, -0.1, 0.1], [-0.2, 0.0, 0.1], [-0.4, 0.4, -0.4], [-0.2, 0.0, -0.1], [0.4, -0.7, -1.4], [0.8, 0.0, 0.0], [0.9, -0.5, 0.1], [0.1, -0.4, -0.4], [0.0, 0.0, 0.4], [-0.4, 0.5, -0.3], [-0.1, 0.5, 0.2], [-0.3, 0.0, 0.4], [0.0, 0.3, 0.1], [0.1, 0.3, -0.1], [-0.3, 0.0, 0.0], [0.3, 0.1, 0.0], [-0.1, -0.1, -0.1], [0.1, -0.2, -0.2], [-0.2, -0.1, 0.1], [0.3, -0.2, 0.0], [0.1, -0.2, 0.3]]
}

---

[3]
{
  "formula": "C32H37CsN7O5S",
  "method": "the ωB97M-V functional and the def2-TZVPD basis",
  "e_homo_ev": -4.459,
  "charge": -1,
  "species": ["Cs", "C", "O", "C", "C", "O", "C", "C", "O", "C", "H", "H", "H", "H", "H", "H", "H", "H", "H", "H", "H", "H", "H", "H", "C", "C", "N", "C", "S", "N", "N", "C", "C", "C", "C", "C", "C", "C", "N", "H", "H", "H", "H", "H", "H", "H", "H", "H", "H", "H", "H", "H", "N", "C", "C", "C", "C", "C", "C", "C", "C", "C", "C", "C", "C", "N", "C", "C", "C", "C", "N", "H", "H", "H", "H", "H", "H", "H", "H", "H", "H", "O", "O"],
  "coordinates": [[0.6109, 0.1661, 0.0081], [-0.3637, 2.6442, 2.5407], [0.7423, 2.7517, 1.6603], [1.9777, 2.8605, 2.3300], [3.0598, 3.0224, 1.2847], [3.3677, 1.8315, 0.5814], [4.3844, 1.0411, 1.1734], [4.8121, -0.0058, 0.1627], [3.9411, -1.1167, 0.1061], [4.3554, -2.1608, 0.9746], [-0.4701, 3.5589, 3.1358], [-0.2484, 1.7911, 3.2169], [-1.2479, 2.5062, 1.9200], [2.1552, 1.9803, 2.9634], [1.9765, 3.7452, 2.9837], [3.9657, 3.4252, 1.7545], [2.7075, 3.7360, 0.5376], [4.0341, 0.5615, 2.0960], [5.2422, 1.6811, 1.4229], [5.8326, -0.3395, 0.3876], [4.8167, 0.4609, -0.8248], [5.3184, -2.5683, 0.6424], [3.5978, -2.9408, 0.9518], [4.4541, -1.8108, 2.0068], [-1.3109, -4.2633, 5.0929], [0.1110, -3.9812, 5.5735], [0.6946, -2.7958, 4.9768], [1.1032, -2.9251, 3.7380], [1.7566, -1.3616, 3.0607], [1.1718, -4.0157, 3.0168], [1.5483, -3.9376, 1.6915], [0.7158, -3.4727, 0.8362], [-0.6517, -2.9376, 1.1361], [1.1574, -3.5096, -0.5868], [2.1305, -4.4147, -1.0192], [2.4942, -4.4144, -2.3493], [1.8854, -3.5173, -3.2187], [0.9363, -2.6534, -2.7034], [0.5730, -2.6468, -1.4220], [-1.7411, -5.1217, 5.6167], [-1.3117, -4.4852, 4.0253], [-1.9492, -3.3951, 5.2683], [0.7348, -4.8616, 5.3698], [0.0978, -3.8338, 6.6572], [1.2033, -1.1585, 5.4986], [-0.6509, -1.8480, 1.1098], [-0.9583, -3.2475, 2.1331], [-1.3713, -3.2694, 0.3878], [2.5673, -5.0912, -0.2989], [3.2415, -5.1100, -2.7113], [2.1397, -3.4848, -4.2696], [0.4452, -1.9243, -3.3397], [-7.1244, 4.6935, -6.7592], [-6.3423, 4.2637, -6.0338], [-5.3628, 3.7255, -5.1286], [-4.3302, 2.9283, -5.6185], [-3.3858, 2.4200, -4.7448], [-3.4653, 2.6827, -3.3788], [-4.5056, 3.4758, -2.9001], [-5.4476, 4.0029, -3.7659], [-2.4434, 2.1222, -2.4446], [-1.1262, 2.5433, -2.6839], [-0.7376, 3.6380, -3.5205], [0.6297, 3.7344, -3.4245], [1.0232, 2.6843, -2.5488], [-0.0028, 1.9810, -2.1061], [-2.9377, 1.2584, -1.4603], [-4.2634, 0.7118, -1.4267], [-4.3290, -0.0876, -0.3158], [-3.0464, 0.0080, 0.2967], [-2.2189, 0.7908, -0.3679], [-4.2740, 2.7146, -6.6773], [-2.5732, 1.8080, -5.1130], [-4.5648, 3.6765, -1.8387], [-6.2497, 4.6265, -3.3947], [-1.3970, 4.2805, -4.0835], [1.2758, 4.4524, -3.9062], [2.0360, 2.4349, -2.2494], [-5.0413, 0.8765, -2.1560], [-5.1682, -0.6721, 0.0286], [-2.7370, -0.4715, 1.2191], [0.9079, -0.2603, 3.9411], [1.4172, -0.1864, 5.2753]],
  "forces_ev_per_angstrom": [[0.6, 0.0, 0.1], [0.0, 0.0, 0.0], [0.0, 0.0, 0.0], [0.0, 0.0, 0.0], [0.0, 0.0, 0.1], [-0.1, 0.0, 0.0], [0.0, 0.0, 0.0], [0.0, 0.0, 0.0], [0.0, 0.0, 0.0], [0.0, 0.0, 0.0], [0.0, 0.0, 0.0], [0.0, 0.0, 0.0], [0.0, 0.0, 0.0], [0.0, 0.0, 0.0], [0.0, 0.0, 0.0], [0.0, 0.0, 0.0], [0.0, 0.0, 0.0], [0.0, 0.0, 0.0], [0.0, 0.0, 0.0], [0.0, 0.0, 0.0], [0.0, 0.0, 0.0], [0.0, 0.0, 0.0], [0.0, 0.0, 0.0], [0.0, 0.0, 0.0], [0.0, 0.0, 0.0], [0.0, 0.0, 0.0], [0.2, 0.3, -0.1], [-0.1, -0.1, 0.2], [0.0, 0.0, -0.2], [0.0, 0.0, -0.1], [0.0, 0.0, 0.0], [0.0, 0.0, -0.1], [0.0, 0.0, 0.0], [0.0, 0.0, 0.0], [0.0, 0.0, 0.0], [0.0, 0.0, 0.0], [0.0, 0.0, 0.0], [0.0, 0.0, 0.0], [-0.1, -0.1, 0.0], [0.0, 0.0, 0.0], [0.0, 0.0, 0.0], [0.0, 0.0, 0.0], [0.0, 0.0, 0.0], [0.0, 0.0, 0.0], [0.0, 0.4, 0.3], [-0.2, -0.2, 0.2], [0.0, 0.0, 0.0], [0.0, 0.0, 0.0], [0.0, 0.0, 0.0], [0.0, 0.0, 0.0], [0.0, 0.0, 0.0], [0.0, 0.0, 0.0], [0.0, 0.0, 0.0], [0.0, 0.0, 0.0], [0.0, 0.0, 0.0], [0.0, 0.0, 0.0], [0.0, 0.0, 0.0], [0.0, 0.0, 0.0], [0.0, 0.0, 0.0], [0.0, 0.0, 0.0], [0.0, 0.0, 0.0], [0.0, 0.0, 0.0], [0.0, 0.0, 0.0], [0.0, 0.0, 0.0], [0.0, 0.0, 0.0], [-0.1, 0.2, -0.2], [0.0, 0.0, 0.0], [0.0, 0.0, 0.0], [0.0, 0.0, 0.0], [0.0, 0.1, 0.0], [-0.2, 0.1, -0.1], [0.0, 0.0, 0.0], [0.0, 0.0, 0.0], [0.0, 0.0, 0.0], [0.0, 0.0, 0.0], [0.0, 0.0, 0.0], [0.0, 0.0, 0.0], [0.0, 0.0, 0.0], [0.0, 0.0, 0.0], [0.0, 0.0, 0.0], [0.0, 0.0, 0.0], [-0.1, 0.1, -0.6], [0.0, -0.8, 0.5]]
}